No. 1
Molecular formula: C4H8FNO2S
Method: DFT, ωB97M-V with the def2-TZVPD basis set

CARTESIAN COORDINATES (ANGSTROEM)
C 1.195 0.538 -2.969
C -0.706 -0.938 1.665
C -0.472 0.208 0.699
C 0.374 0.991 -1.811
N -0.849 -0.447 3.026
O 2.378 0.580 -3.139
O 1.005 -1.598 -0.789
F 1.027 1.712 -0.859
S -0.127 -0.710 -0.914
H 0.698 -0.138 -3.711
H 0.114 -1.668 1.647
H -1.490 -1.487 1.372
H 0.540 0.660 0.904
H -1.412 0.729 0.520
H -0.466 1.414 -2.191
H -0.106 0.207 3.208
H -1.705 -0.053 3.343

Summary:
HOMO-LUMO gap (eV): 9.72
Charge: 0
Largest force on an atom (eV Å⁻¹): 4.4
DFT total energy (eV): -23412.550
LUMO energy (eV): 0.404
HOMO energy (eV): -9.31

---

No. 2
Molecular formula: C5H8O2
Method: DFT, ωB97M-V with the def2-TZVPD basis set

CARTESIAN COORDINATES (ANGSTROEM)
C 0.907 -2.441 1.161
C 0.655 -1.284 0.929
C 0.473 0.182 0.803
O -0.768 0.622 1.351
C 0.561 0.759 -0.621
C -0.635 0.437 -1.521
O -1.818 1.095 -1.134
H 1.254 -3.423 1.410
H 1.295 0.625 1.391
H -1.000 0.086 2.120
H 0.654 1.852 -0.555
H 1.488 0.390 -1.069
H -0.430 0.762 -2.549
H -0.764 -0.657 -1.544
H -1.873 0.995 -0.172

Summary:
Structure (SMILES): C#C[C@H](O)CCO
HOMO-LUMO gap (eV): 10.61
Charge: 0
Largest force on an atom (eV Å⁻¹): 0.7
DFT total energy (eV): -9407.343
LUMO energy (eV): 0.689
HOMO energy (eV): -9.92

---

No. 3
Molecular formula: C26H44F6N6O6P3W
Method: DFT, ωB97M-V with the def2-TZVPD basis set

CARTESIAN COORDINATES (ANGSTROEM)
W 0.333 0.744 0.110
O 0.802 0.548 1.890
C 1.711 -0.159 2.606
C 1.410 -0.546 3.897
C 2.381 -1.219 4.627
C 3.646 -1.490 4.092
C 3.951 -1.079 2.816
C 2.982 -0.411 2.038
C 3.337 0.162 0.801
N 2.474 0.770 0.019
N 3.017 1.556 -0.960
C 2.139 2.449 -1.293
O 0.950 2.423 -0.682
C 2.479 3.505 -2.230
C 3.767 3.455 -2.878
C 4.132 4.443 -3.743
C 3.240 5.505 -3.979
C 1.961 5.560 -3.339
C 1.585 4.569 -2.479
H 0.443 -0.316 4.323
H 2.158 -1.528 5.641
H 4.386 -2.000 4.694
H 4.937 -1.252 2.400
H 4.379 0.203 0.493
H 4.429 2.628 -2.664
H 5.093 4.424 -4.239
H 3.521 6.304 -4.657
H 1.306 6.396 -3.551
H 0.619 4.591 -1.995
C -1.894 -3.224 2.432
N -2.404 -1.955 1.885
C -3.472 -1.365 2.719
P -2.235 -1.424 0.376
O -1.451 -0.067 0.242
O -1.273 -2.494 -0.313
P 0.332 -2.526 -0.527
O 0.814 -1.231 0.187
N 1.047 -3.743 0.226
C 1.536 -3.717 1.612
C 1.193 -5.067 -0.422
N 0.502 -2.617 -2.112
C 1.870 -2.588 -2.656
C -0.531 -3.004 -3.091
N -3.648 -1.231 -0.328
C -4.178 -0.046 -1.019
C -4.615 -2.352 -0.249
H -1.422 -3.040 3.397
H -1.178 -3.685 1.761
H -2.729 -3.911 2.577
H -3.068 -1.124 3.702
H -4.288 -2.079 2.841
H -3.869 -0.459 2.265
H 1.290 -2.776 2.096
H 2.618 -3.852 1.617
H 1.084 -4.537 2.170
H 0.808 -5.046 -1.437
H 0.639 -5.814 0.145
H 2.247 -5.338 -0.444
H 2.590 -2.320 -1.881
H 1.918 -1.845 -3.452
H 2.142 -3.563 -3.060
H -0.337 -4.017 -3.446
H -0.489 -2.318 -3.935
H -1.521 -2.964 -2.650
H -3.487 0.784 -0.937
H -5.121 0.226 -0.544
H -4.364 -0.274 -2.066
H -4.182 -3.210 0.264
H -4.887 -2.659 -1.258
H -5.508 -2.027 0.283
C -1.807 4.171 -0.306
C -0.845 3.792 0.784
O -0.830 2.296 1.014
C -1.682 1.983 2.207
C -1.089 2.477 3.506
H -1.900 5.259 -0.294
H -2.803 3.766 -0.126
H -1.474 3.857 -1.291
H -1.146 4.211 1.736
H 0.180 4.080 0.602
H -1.756 0.901 2.225
H -2.657 2.412 1.984
H -0.079 2.101 3.662
H -1.725 2.084 4.303
H -1.084 3.556 3.628
F 0.529 0.284 -1.690
P -1.295 1.154 -3.460
F -1.572 1.640 -1.961
F -2.438 1.775 -4.231
F -1.924 -0.221 -3.016
F -0.433 0.367 -4.485
F -0.219 2.320 -3.522

Summary:
Multiplicity: 2
HOMO-LUMO gap (spin up / spin down) (eV): 7.06 / 5.49
Charge: +4
Largest force on an atom (eV Å⁻¹): 1.0
DFT total energy (eV): -94870.723
<S²>: 0.788
LUMO energy (spin up / spin down) (eV): -12.818 / -14.423
HOMO energy (spin up / spin down) (eV): -19.88 / -19.92

---

No. 4
Molecular formula: C2H4INS
Method: DFT, ωB97M-V with the def2-TZVPD basis set

CARTESIAN COORDINATES (ANGSTROEM)
C -0.745 0.580 0.164
N -1.548 -0.593 0.222
C -1.465 -1.748 0.041
S -1.580 -3.295 -0.231
H -1.348 1.264 -0.327
H -0.565 0.818 1.300
H 0.219 0.216 -0.349
I 2.966 0.961 -0.078
H 4.068 1.797 -0.742

Summary:
Structure (SMILES): CN=C=S.I
HOMO-LUMO gap (eV): 9.48
Charge: 0
Largest force on an atom (eV Å⁻¹): 4.3
DFT total energy (eV): -22563.650
LUMO energy (eV): 0.391
HOMO energy (eV): -9.09

---

No. 5
Molecular formula: C27H45AuClF5P
Method: DFT, ωB97M-V with the def2-TZVPD basis set

CARTESIAN COORDINATES (ANGSTROEM)
Au 2.822 -3.248 2.670
P 0.097 0.386 -0.690
Cl 2.597 -2.956 0.428
C 0.264 0.757 1.114
H 1.043 1.539 1.153
H 0.754 -0.154 1.504
C -0.112 -1.390 -1.133
C 1.777 0.840 -1.333
C -0.642 -1.590 -2.563
H 0.925 -1.774 -1.067
C -0.514 -3.061 -2.972
H -1.702 -1.292 -2.600
H -0.112 -0.965 -3.298
C -1.224 -3.995 -1.985
H -0.926 -3.189 -3.980
H 0.552 -3.324 -3.017
C -0.828 -3.721 -0.530
H -2.310 -3.870 -2.093
H -0.999 -5.036 -2.239
C -0.934 -2.235 -0.157
H -1.454 -4.308 0.152
H 0.216 -4.025 -0.368
H -1.987 -1.914 -0.191
H -0.576 -2.095 0.872
C -1.250 1.455 -1.335
C 2.048 2.354 -1.268
H 2.432 0.333 -0.597
C 3.503 2.680 -1.642
H 1.373 2.890 -1.953
H 1.845 2.747 -0.263
C 3.923 2.081 -2.989
H 3.633 3.769 -1.660
H 4.163 2.294 -0.855
C 3.578 0.593 -3.117
H 3.420 2.632 -3.795
H 5.000 2.218 -3.135
C 2.132 0.260 -2.714
H 3.745 0.258 -4.149
H 4.255 0.008 -2.480
H 1.443 0.654 -3.479
H 2.022 -0.834 -2.714
C -2.651 0.905 -1.013
H -1.121 2.391 -0.757
C -3.719 1.960 -1.336
H -2.846 -0.006 -1.601
H -2.728 0.615 0.044
C -3.617 2.480 -2.777
H -4.711 1.526 -1.165
H -3.611 2.797 -0.632
C -2.194 2.877 -3.188
H -3.969 1.693 -3.456
H -4.290 3.335 -2.907
C -1.146 1.813 -2.826
H -2.154 3.061 -4.268
H -1.918 3.819 -2.696
H -1.311 0.912 -3.439
H -0.143 2.186 -3.079
C -1.749 -0.137 2.383
C -0.903 1.124 1.950
H -2.201 -0.727 1.580
C -0.519 1.991 3.181
H -1.591 1.742 1.346
C -0.333 1.232 4.490
H 0.390 2.566 2.960
H -1.331 2.717 3.319
C -1.557 0.403 4.854
H 0.541 0.571 4.425
H -0.122 1.951 5.291
C -1.813 -0.640 3.739
H -1.402 -0.106 5.814
H -2.447 1.038 4.969
H -1.048 -1.430 3.870
H -2.787 -1.131 3.891
F 4.247 -2.967 5.158
C 2.995 -3.330 4.737
F 2.717 -4.577 5.226
C 1.990 -2.334 5.427
F 2.137 -2.398 6.768
F 2.222 -1.048 5.047
F 0.699 -2.646 5.135

Summary:
Multiplicity: 3
HOMO-LUMO gap (spin up / spin down) (eV): 2.27 / 8.52
Charge: -1
Largest force on an atom (eV Å⁻¹): 2.8
DFT total energy (eV): -67821.048
<S²>: 2.004
LUMO energy (spin up / spin down) (eV): 2.489 / 2.384
HOMO energy (spin up / spin down) (eV): 0.22 / -6.14

---

No. 6
Molecular formula: C8H14
Method: DFT, ωB97M-V with the def2-TZVPD basis set

CARTESIAN COORDINATES (ANGSTROEM)
C 1.821 1.802 -2.700
C 1.480 2.022 -1.211
C 1.802 0.829 -0.276
C 0.077 -0.504 0.963
C 0.638 -0.081 -0.215
C -3.138 -2.318 2.030
C -1.858 -1.556 2.096
C -1.066 -1.324 1.009
H 2.734 1.218 -2.838
H 2.046 2.768 -3.153
H 1.050 1.329 -3.303
H 1.982 2.932 -0.895
H 0.429 2.326 -1.188
H 2.236 1.235 0.626
H 2.521 0.173 -0.792
H 0.403 -0.144 1.934
H 0.307 -0.391 -1.200
H -2.954 -3.295 1.585
H -3.812 -1.737 1.387
H -3.652 -2.374 2.984
H -1.607 -1.178 3.083
H -1.440 -1.731 0.073

Summary:
Multiplicity: 2
HOMO-LUMO gap (spin up / spin down) (eV): 9.41 / 7.78
Charge: +1
Largest force on an atom (eV Å⁻¹): 1.7
DFT total energy (eV): -8513.940
<S²>: 0.776
LUMO energy (spin up / spin down) (eV): -4.512 / -7.357
HOMO energy (spin up / spin down) (eV): -13.92 / -15.14

---

No. 7
Molecular formula: C21H25ClN2O2
Method: DFT, ωB97M-V with the def2-TZVPD basis set

CARTESIAN COORDINATES (ANGSTROEM)
C -2.442 -4.059 0.852
C -2.982 -3.043 -0.162
C -3.375 -1.867 0.386
C -4.555 -1.928 1.618
C -3.787 -0.718 -0.428
C -5.089 -0.641 -1.223
N -2.997 0.206 -0.387
N -3.103 1.374 -1.541
C -2.235 2.393 -1.690
O -2.329 3.133 -2.490
C -1.066 2.608 -0.669
C -1.190 2.194 0.564
C 0.067 1.994 1.345
C 1.285 2.654 0.954
C 2.599 2.750 1.725
O 3.677 2.475 1.217
C 3.909 1.189 0.491
C 3.174 0.131 0.632
C 3.467 -0.928 -0.164
C 4.634 -1.175 -0.365
Cl 5.057 -2.789 -1.121
C 5.578 -0.037 -0.560
C 6.946 -0.336 -1.217
C 5.074 1.142 0.107
C 1.324 2.884 -0.557
C 0.137 2.796 -1.097
H -1.544 -3.574 1.086
H -2.387 -4.899 0.263
H -3.134 -4.277 1.534
H -3.910 -3.349 -0.578
H -2.412 -2.887 -1.031
H -2.343 -1.515 1.066
H -4.819 -0.742 1.934
H -5.268 -2.247 1.152
H -4.115 -2.547 2.446
H -5.418 -1.766 -0.928
H -5.787 0.141 -0.900
H -4.813 -0.819 -2.348
H -3.884 1.402 -2.054
H -2.027 1.818 1.366
H 0.008 1.938 2.337
H 2.559 3.592 2.195
H 2.447 2.151 2.673
H 2.131 0.001 1.105
H 2.836 -1.782 0.088
H 6.787 -0.477 -2.379
H 7.464 -1.104 -0.930
H 7.499 0.675 -1.230
H 5.825 1.776 -0.106
H 2.241 3.160 -0.768
H 0.288 2.930 -2.216

Summary:
Structure (SMILES): CC[C@H](C)/C(C)=N/NC(=O)c1ccc(COc2ccc(Cl)c(C)c2)cc1
HOMO-LUMO gap (eV): 9.20
Charge: 0
Largest force on an atom (eV Å⁻¹): 14.7
DFT total energy (eV): -41764.109
LUMO energy (eV): 0.480
HOMO energy (eV): -8.72

---

No. 8
Molecular formula: H6O4Si2
Method: DFT, ωB97M-V with the def2-TZVPD basis set

CARTESIAN COORDINATES (ANGSTROEM)
O 2.088 -0.012 1.738
O 0.261 1.831 1.311
O -1.845 0.384 -1.783
O -1.075 -2.197 -1.580
Si 0.487 0.313 1.588
Si -0.590 -0.618 -1.449
H 2.500 -0.443 2.470
H 1.077 2.299 1.391
H -1.804 1.283 -1.521
H -1.240 -2.426 -2.493
H -0.285 -0.005 2.778
H 0.426 -0.409 -2.450

Summary:
HOMO-LUMO gap (eV): 7.94
Charge: 0
Largest force on an atom (eV Å⁻¹): 4.5
DFT total energy (eV): -24044.721
LUMO energy (eV): 0.444
HOMO energy (eV): -7.50